1.
{"formula": "C3H6O3Tm", "method": "ωB97M-V/def2-TZVPD", "symbols": ["C", "C", "O", "C", "O", "Tm", "H", "H", "H", "H", "H", "O", "H"], "coordinates": [[1.3809, -0.4845, -0.7768], [0.0605, -0.5093, -0.7550], [-0.6181, -0.9286, 0.4137], [-1.7805, -1.5588, 0.3000], [-2.0821, -1.7639, 1.5791], [-0.4608, -0.9314, 2.8568], [1.8650, -0.1362, -1.6880], [2.0073, -0.8427, 0.0407], [-0.6272, -0.2734, -1.5647], [-2.9276, -2.2145, 1.7290], [0.5811, 3.3130, -1.3345], [0.8294, 3.0730, -0.4310], [1.7722, 3.2574, -0.3695]], "e_homo_ha": [-0.8292, -0.7999], "spin_multiplicity": 3, "s2": 2.009, "charge": 3, "relative_energy_kcal_mol": 38.3, "max_force_ev_per_a": 2.74}

2.
{"formula": "C26H28FOSi", "method": "ωB97M-V/def2-TZVPD", "symbols": ["F", "C", "C", "C", "C", "C", "C", "C", "C", "C", "C", "C", "C", "C", "H", "H", "H", "H", "H", "H", "H", "H", "H", "H", "C", "Si", "C", "C", "O", "C", "C", "C", "C", "C", "C", "C", "C", "C", "C", "H", "H", "H", "H", "H", "H", "H", "H", "H", "H", "H", "H", "H", "H", "H", "H", "H", "H"], "coordinates": [[-5.1967, 3.1269, -3.5084], [-4.4436, 2.4919, -2.5572], [-3.7533, 3.2672, -1.6318], [-2.9117, 2.6117, -0.7313], [-2.6501, 1.2290, -0.8328], [-1.4349, 0.6246, -0.0714], [-1.7039, -0.8499, 0.2728], [-1.8960, -1.1466, 1.6213], [-2.3907, -2.3963, 2.0069], [-2.6899, -3.3674, 1.0448], [-2.4555, -3.0756, -0.3040], [-1.8861, -1.8482, -0.6844], [-3.4815, 0.4900, -1.6830], [-4.3702, 1.1071, -2.5701], [-3.8422, 4.3502, -1.6147], [-2.3819, 3.1958, 0.0289], [-1.3811, 1.1642, 0.8852], [-1.7001, -0.3618, 2.3608], [-2.5676, -2.5797, 3.0644], [-3.0992, -4.3377, 1.3459], [-2.7308, -3.8026, -1.0732], [-1.6832, -1.6561, -1.7403], [-3.4427, -0.5911, -1.7037], [-4.9574, 0.5127, -3.2634], [3.0971, -2.8476, -1.1127], [2.0736, -2.3625, 0.3608], [0.7250, -3.5706, 0.7032], [3.0800, -1.9544, 1.8640], [1.1653, -0.9932, -0.1270], [1.0998, 0.3169, -0.1655], [-0.1478, 0.8959, -0.8043], [0.1183, 2.3923, -0.9812], [0.5749, 3.0711, 0.3188], [1.8691, 2.4676, 0.7466], [2.1629, 1.1366, 0.3075], [3.5103, 0.7015, 0.3633], [4.4596, 1.4602, 1.0349], [4.1262, 2.7021, 1.5903], [2.8384, 3.2048, 1.4104], [3.4751, -3.8683, -0.9408], [2.4833, -2.8485, -2.0267], [3.9567, -2.1771, -1.2520], [1.1279, -4.4654, 1.1918], [-0.0506, -3.1480, 1.3515], [0.2429, -3.8778, -0.2322], [3.1636, -2.8769, 2.4561], [4.0909, -1.6238, 1.5922], [2.6114, -1.1764, 2.4820], [-0.2460, 0.4200, -1.8007], [0.9357, 2.5023, -1.7041], [-0.7570, 2.9004, -1.3882], [0.7076, 4.1532, 0.1391], [-0.1774, 2.9703, 1.1178], [3.7943, -0.2148, -0.1666], [5.4684, 1.0657, 1.1281], [4.8794, 3.2761, 2.1299], [2.5910, 4.2096, 1.7524]], "e_homo_ha": -0.4243, "spin_multiplicity": 1, "charge": 1, "relative_energy_kcal_mol": 0.0, "max_force_ev_per_a": 3.11}

3.
{"formula": "C31H57KN8O4SSb2", "method": "ωB97M-V/def2-TZVPD", "symbols": ["K", "N", "C", "C", "C", "N", "C", "C", "N", "C", "H", "H", "H", "H", "H", "H", "H", "H", "H", "H", "H", "H", "H", "H", "H", "H", "C", "Sb", "C", "C", "C", "C", "C", "C", "C", "C", "C", "Sb", "C", "C", "H", "H", "H", "H", "H", "H", "H", "H", "H", "H", "H", "H", "H", "H", "H", "H", "H", "H", "H", "H", "C", "C", "C", "C", "N", "N", "C", "H", "H", "H", "H", "H", "H", "H", "H", "C", "C", "S", "O", "O", "C", "C", "N", "C", "N", "C", "C", "N", "O", "O", "C", "H", "H", "H", "H", "H", "H", "H", "H", "H", "H", "H", "H", "H"], "coordinates": [[1.0831, -0.2166, -0.0786], [5.5628, -1.6000, 3.9747], [4.1277, -1.2501, 3.5736], [3.7208, 0.0332, 4.3132], [2.9796, 1.0347, 3.4284], [1.6793, 0.4963, 2.9962], [3.8402, 1.3913, 2.2193], [4.4337, 0.1844, 1.4585], [3.9547, 0.1948, 0.0727], [4.0322, -1.1658, 2.0593], [5.6623, -1.6628, 4.9899], [6.2155, -0.8861, 3.6438], [5.8505, -2.4949, 3.5739], [3.5452, -2.1021, 3.9205], [4.6131, 0.5512, 4.6815], [3.1284, -0.2157, 5.1952], [2.8534, 1.9407, 4.0292], [1.1232, 1.2596, 2.6187], [1.1557, 0.1630, 3.8009], [4.6465, 2.0461, 2.5563], [3.2437, 1.9870, 1.5251], [5.5302, 0.2726, 1.4946], [4.4242, -0.5201, -0.4758], [4.1733, 1.0826, -0.3709], [4.6098, -1.9731, 1.5955], [2.9919, -1.3635, 1.8087], [3.0458, 0.8673, -4.8665], [1.3453, 0.9218, -3.5720], [0.0522, -0.2006, -4.8611], [0.6885, 2.8842, -4.2038], [-0.4837, 3.4382, -3.4464], [-1.7394, 2.8666, -3.6760], [-2.8806, 3.3233, -3.0426], [-2.7823, 4.3727, -2.1385], [-1.5493, 4.9544, -1.9089], [-0.3893, 4.5174, -2.5552], [0.8828, 5.2591, -2.2751], [1.8083, 4.7880, -0.3580], [3.4073, 3.5866, -1.1805], [0.5805, 3.0710, 0.0888], [2.7512, 1.1749, -5.8687], [3.4531, -0.1418, -4.9086], [3.8175, 1.5423, -4.4983], [0.0600, 0.2477, -5.8538], [-0.9711, -0.2189, -4.4869], [0.4139, -1.2262, -4.9346], [0.4261, 2.7404, -5.2538], [1.5614, 3.5329, -4.1799], [-1.8256, 2.0627, -4.4000], [-3.8418, 2.8855, -3.2790], [-3.6653, 4.7593, -1.6462], [-1.4797, 5.8021, -1.2345], [0.6808, 6.3288, -2.2343], [1.6471, 5.1067, -3.0335], [3.9643, 4.1680, -1.9148], [3.0055, 2.6925, -1.6627], [4.1024, 3.3063, -0.3868], [-0.3741, 3.3661, 0.5204], [1.1209, 2.4575, 0.8148], [0.3863, 2.5020, -0.8217], [0.5182, -6.1357, -1.7170], [0.7303, -5.1138, -0.6543], [0.7589, -5.2104, 0.7176], [0.9593, -3.8974, 1.1840], [1.0645, -3.0423, 0.1755], [0.9214, -3.8077, -0.9327], [1.0447, -3.4312, 2.6008], [0.5278, -7.1317, -1.2817], [1.3002, -6.0895, -2.4754], [-0.4439, -5.9929, -2.2107], [0.6346, -6.1063, 1.3018], [0.9084, -3.3796, -1.8418], [0.2033, -3.8065, 3.1826], [1.0285, -2.3408, 2.6459], [1.9562, -3.7994, 3.0798], [-5.4585, -4.4691, 2.3661], [-6.1223, -3.2582, 1.7241], [-4.9728, -1.9079, 1.6530], [-4.6968, -1.4502, 2.9970], [-3.8591, -2.2790, 0.8108], [-5.8885, -0.6135, 0.8301], [-5.1394, 0.7137, 0.8765], [-3.8336, 0.6581, 0.2159], [-2.6355, 0.6327, 0.8484], [-1.6398, 0.3966, 0.0079], [-2.2084, 0.2510, -1.2198], [-3.5528, 0.3952, -1.1101], [-4.4957, 0.4089, -2.1790], [-4.0709, 0.1304, -3.2822], [-5.6498, 0.7160, -1.9249], [-2.4658, 0.8568, 2.3089], [-6.1710, -5.2909, 2.4021], [-5.1423, -4.2430, 3.3831], [-4.5930, -4.7870, 1.7871], [-6.9784, -2.9046, 2.2995], [-6.4305, -3.4547, 0.6961], [-6.8353, -0.5028, 1.3604], [-6.0866, -0.9362, -0.1904], [-4.9595, 0.9951, 1.9113], [-5.7464, 1.4796, 0.4031], [-1.6516, 0.0793, -2.1262], [-2.9709, 0.0841, 2.8895], [-2.8564, 1.8300, 2.6104], [-1.4009, 0.8295, 2.5317]], "e_homo_ha": -0.4387, "spin_multiplicity": 1, "charge": 2, "relative_energy_kcal_mol": 31.1, "max_force_ev_per_a": 0.20}

4.
{"formula": "C5H14N", "method": "ωB97M-V/def2-TZVPD", "symbols": ["C", "N", "H", "H", "H", "H", "C", "C", "C", "C", "H", "H", "H", "H", "H", "H", "H", "H", "H", "H"], "coordinates": [[-1.3444, -2.4608, 0.4884], [-0.1056, -2.0993, 0.5834], [-1.6501, -3.3070, 1.0670], [-2.0031, -1.9552, -0.2160], [0.1878, -1.2173, 0.1406], [0.5878, -2.6303, 1.0999], [-0.4221, -0.0332, -1.7180], [1.0351, 1.9672, 1.3603], [1.0580, 1.1358, 0.0024], [-0.4207, 0.8360, -0.4901], [-0.2934, 0.5291, -2.6713], [-1.2368, -0.7112, -1.7861], [0.4558, -0.7037, -1.7476], [1.9921, 2.0907, 1.8315], [0.3710, 1.4528, 2.0020], [0.5999, 2.9619, 1.1530], [1.6124, 0.2204, 0.1766], [1.5647, 1.6355, -0.8496], [-1.0865, 0.4202, 0.2927], [-0.9020, 1.8683, -0.7189]], "e_homo_ha": -0.5514, "spin_multiplicity": 1, "charge": 1, "relative_energy_kcal_mol": 39.8, "max_force_ev_per_a": 2.68}